1.
46
Properties=species:S:1:pos:R:3:forces:R:3 method="wB97M-V/def2-TZVPD" total_energy_ha=-1072.4338 orbital_gap_ha=0.361 relative_energy_ev=2.141 smiles="O=C(c1cnco1)N1CC[C@@](O)(c2ccccc2)[C@@H]2CCCC[C@@H]21"
O -2.450 -1.982 -1.349 0.0700 -1.2356 -0.2697
C -2.533 -0.856 -0.931 2.6246 0.9408 -0.6703
C -3.873 -0.272 -0.909 -1.5399 0.3504 0.7984
C -5.030 -0.976 -0.804 -0.3264 0.3553 -0.2080
N -6.118 -0.093 -0.780 0.9099 -0.0836 0.2704
C -5.565 1.083 -0.816 -0.5226 -1.2675 -0.1406
O -4.225 1.064 -0.907 0.5298 0.2737 0.1429
N -1.379 -0.101 -0.624 -1.3784 0.4301 0.5695
C -1.522 0.768 0.560 0.8101 0.2110 0.2360
C -0.487 0.372 1.641 -0.4000 0.1621 -0.3205
C 0.965 0.599 1.166 0.2857 0.0321 0.6084
O 1.143 1.971 1.544 0.2867 -0.0899 -0.0224
C 1.962 -0.344 1.895 0.3230 0.4116 0.8025
C 3.077 0.145 2.615 -0.0703 -0.3029 -0.4043
C 3.982 -0.730 3.253 -0.6698 0.6115 -0.4533
C 3.771 -2.100 3.208 -0.9176 -0.3052 -0.2913
C 2.626 -2.624 2.572 0.2068 1.7256 -0.5968
C 1.760 -1.724 1.891 0.9164 -0.8849 0.7431
C 1.138 0.369 -0.381 -1.7574 0.4077 -0.4092
C 1.198 1.715 -1.163 0.2483 0.0152 0.2941
C 1.389 1.483 -2.667 -0.6421 -0.0553 -0.1188
C 0.203 0.667 -3.230 0.7765 -0.3637 0.7221
C 0.142 -0.688 -2.498 -0.0976 0.3112 -0.4683
C -0.004 -0.569 -0.970 -0.1245 0.5114 -0.2759
H -5.130 -2.056 -0.735 -0.0650 0.3931 -0.1124
H -6.136 2.001 -0.775 0.5816 0.1484 -0.1354
H -1.454 1.839 0.282 0.1642 -0.4765 0.2525
H -2.488 0.629 1.041 -0.2276 -0.0704 -0.3213
H -0.727 0.985 2.542 0.6238 -0.4813 -0.5578
H -0.613 -0.683 1.906 -0.2172 0.1550 -0.1000
H 2.041 2.289 1.407 0.0138 -0.2145 -0.2124
H 3.273 1.222 2.616 -0.0675 -0.4273 0.2545
H 4.833 -0.323 3.799 -0.1822 -0.1032 -0.2437
H 4.489 -2.758 3.665 0.0748 -0.2141 0.2032
H 2.421 -3.687 2.532 0.1007 0.0718 0.0577
H 0.943 -2.162 1.348 -0.3661 -0.0245 -0.0990
H 2.062 -0.183 -0.553 0.0683 0.0500 -0.0702
H 2.066 2.282 -0.796 -0.1754 -0.0740 -0.0284
H 0.313 2.364 -0.939 0.5724 -0.6695 -0.3125
H 1.418 2.431 -3.196 0.0879 0.3254 0.0550
H 2.368 1.004 -2.871 -0.5481 -0.0586 0.1611
H 0.353 0.496 -4.298 -0.2019 0.0250 0.0210
H -0.739 1.208 -3.070 0.1980 0.0159 -0.1269
H -0.667 -1.285 -2.925 0.0226 -0.0527 0.3067
H 1.068 -1.230 -2.722 -0.0053 -0.0100 0.1627
H 0.138 -1.561 -0.573 0.0071 -0.4692 0.3079

---

2.
49
Properties=species:S:1:pos:R:3:forces:R:3 method="wB97M-V/def2-TZVPD" total_energy_ha=-1944.0764 orbital_gap_ha=0.319 relative_energy_ev=0.468 smiles="COc1ccc(CNS(=O)(=O)c2ccc3c(c2)N(C(C)=O)C[C@@H](C)S3)cc1"
C -1.699 -3.640 0.378 -0.2510 0.0486 0.0809
O -0.367 -3.858 -0.021 0.3252 -0.0243 -0.1005
C 0.579 -2.951 0.344 0.1821 0.0858 0.0300
C 0.347 -1.810 1.104 -0.2946 -0.2557 -0.0211
C 1.388 -0.946 1.401 0.3710 -0.1283 0.0301
C 2.675 -1.195 0.950 -0.0974 -0.0940 0.2072
C 3.804 -0.230 1.210 -0.1846 -0.1428 0.3871
N 4.451 0.227 -0.004 -0.0557 0.7293 -0.5365
S 3.730 1.481 -0.822 0.2686 -0.2110 -0.2953
O 4.393 1.548 -2.091 -0.1312 -0.3106 -0.0419
O 3.737 2.630 0.031 -0.2862 -0.1496 0.2890
C 2.025 0.987 -1.082 0.4665 0.4808 0.1532
C 1.731 -0.037 -1.963 -0.1095 -0.1276 -0.1359
C 0.416 -0.422 -2.122 0.1385 0.1302 0.0632
C -0.598 0.209 -1.404 -0.1765 0.2287 0.2633
C -0.292 1.255 -0.527 0.4542 -0.3061 -0.2973
C 1.036 1.639 -0.382 0.0486 0.1448 -0.0412
N -1.312 1.934 0.174 0.1019 0.0334 -0.2503
C -1.179 2.183 1.517 -0.4060 0.0846 0.0533
C -2.325 2.912 2.182 0.2160 0.0004 0.1834
O -0.196 1.841 2.135 0.2266 -0.0192 0.2852
C -2.542 2.080 -0.571 -0.3117 -0.0891 0.0381
C -3.268 0.743 -0.673 0.2840 -0.1451 -0.2394
C -4.624 0.865 -1.348 0.2192 -0.0926 0.0292
S -2.225 -0.411 -1.663 -0.3002 0.2316 0.1171
C 2.905 -2.353 0.211 -0.1274 0.0645 0.1370
C 1.877 -3.217 -0.093 -0.1475 -0.1137 -0.0252
H -1.794 -3.615 1.468 0.0113 -0.0046 -0.0237
H -2.265 -4.484 -0.013 -0.0061 0.0552 0.0550
H -2.095 -2.713 -0.048 0.0357 -0.0409 0.0609
H -0.640 -1.577 1.471 -0.1438 0.0115 -0.0002
H 1.182 -0.060 1.982 -0.0453 0.1110 0.0191
H 3.440 0.668 1.712 0.0188 -0.1292 0.2187
H 4.569 -0.698 1.841 -0.0874 0.1694 -0.0388
H 4.718 -0.508 -0.640 0.0733 -0.0439 -0.2180
H 2.523 -0.510 -2.520 0.0672 -0.1379 -0.1042
H 0.152 -1.224 -2.794 0.0377 -0.1063 -0.1071
H 1.312 2.440 0.284 -0.0448 0.0803 0.0786
H -2.053 3.069 3.222 0.0139 -0.0302 -0.0381
H -2.493 3.879 1.713 -0.1036 0.0537 -0.0520
H -3.242 2.327 2.145 -0.1171 -0.0012 -0.0489
H -2.298 2.440 -1.577 -0.0834 0.0174 0.1084
H -3.190 2.816 -0.097 0.0414 -0.0308 -0.0226
H -3.373 0.301 0.322 -0.0097 0.1507 -0.0229
H -5.078 -0.116 -1.459 -0.1258 -0.0544 -0.0401
H -4.515 1.307 -2.335 -0.0227 0.0400 -0.1074
H -5.285 1.491 -0.752 -0.0822 0.0363 0.0740
H 3.906 -2.583 -0.128 0.1235 -0.0769 -0.0800
H 2.051 -4.113 -0.668 0.0264 -0.1223 -0.0734

---

3.
49
Properties=species:S:1:pos:R:3:forces:R:3 method="wB97M-V/def2-TZVPD" total_energy_ha=-1621.1560 orbital_gap_ha=0.347 relative_energy_ev=0.730 smiles="CCOC(=O)[C@@H](Cc1ccccc1)NS(=O)(=O)c1ccc(NC(C)=O)cc1"
C -3.043 -2.556 1.791 0.3376 0.2380 -0.0472
C -1.606 -2.112 2.012 -0.2515 -0.2921 0.3792
O -1.272 -0.993 1.182 0.1375 -0.1026 -0.2800
C -1.604 0.215 1.624 0.3471 0.1098 -0.2394
O -2.131 0.444 2.679 -0.1289 0.1655 0.1476
C -1.229 1.287 0.602 -0.3960 -0.2297 -0.2383
C -2.528 1.859 -0.005 0.2107 -0.1141 -0.0348
C -3.313 0.764 -0.665 -0.1396 0.0982 0.0111
C -2.896 0.245 -1.885 -0.0386 0.0009 0.0270
C -3.585 -0.796 -2.480 0.0732 -0.0350 -0.0846
C -4.702 -1.333 -1.862 -0.0800 -0.0793 0.0034
C -5.128 -0.820 -0.649 -0.0720 -0.0566 -0.0102
C -4.435 0.221 -0.054 0.0105 0.0359 -0.0245
N -0.407 2.280 1.248 0.5508 0.5547 -0.2662
S 0.539 3.220 0.236 -0.1704 -0.2926 0.3603
O -0.141 3.506 -0.999 0.1961 -0.2984 -0.0397
O 1.011 4.316 1.025 0.0776 -0.1258 0.2407
C 1.853 2.064 -0.091 -0.5005 0.3865 -0.0399
C 2.034 1.568 -1.367 -0.0201 0.0404 -0.0973
C 3.036 0.647 -1.601 0.0756 -0.0150 0.1419
C 3.857 0.219 -0.554 -0.2792 0.2485 0.0861
N 4.851 -0.710 -0.851 -0.0995 -0.0021 -0.4261
C 5.751 -1.314 -0.010 0.1918 -0.2638 -0.3534
C 6.672 -2.260 -0.750 0.0896 -0.0206 0.2425
O 5.808 -1.122 1.180 0.0144 0.0558 0.2838
C 3.662 0.730 0.730 0.0540 0.0225 0.1734
C 2.657 1.653 0.954 0.0837 -0.0308 -0.0615
H -3.238 -3.459 2.363 -0.0355 -0.1167 0.0663
H -3.217 -2.754 0.736 -0.0457 -0.0503 -0.0810
H -3.727 -1.777 2.116 -0.0876 0.0207 0.0330
H -0.901 -2.895 1.723 -0.0448 0.1291 0.0513
H -1.449 -1.834 3.058 0.0653 -0.0805 -0.1654
H -0.619 0.829 -0.180 -0.1703 -0.0973 0.0456
H -2.243 2.627 -0.725 -0.0876 -0.0387 0.1062
H -3.110 2.316 0.798 0.0200 0.0241 -0.0047
H -2.030 0.671 -2.371 0.1222 0.0513 -0.0826
H -3.252 -1.189 -3.430 0.0265 -0.0229 -0.0775
H -5.241 -2.146 -2.326 -0.0437 -0.0575 -0.0417
H -6.000 -1.233 -0.164 -0.0734 -0.0325 0.0402
H -4.769 0.617 0.895 -0.0165 0.0545 0.1110
H -0.880 2.804 1.969 0.0449 0.3064 0.1273
H 1.390 1.919 -2.159 -0.0412 -0.0156 -0.1441
H 3.189 0.256 -2.597 0.0032 -0.0342 -0.1017
H 4.904 -0.970 -1.827 0.0615 -0.0036 0.2189
H 6.095 -3.041 -1.241 -0.0287 -0.0596 -0.0774
H 7.358 -2.715 -0.042 -0.0200 0.0172 0.0094
H 7.242 -1.718 -1.502 0.0393 0.0157 -0.0938
H 4.297 0.400 1.535 -0.0157 0.0184 0.0085
H 2.489 2.069 1.934 0.0540 -0.0266 0.1983

---

4.
48
Properties=species:S:1:pos:R:3:forces:R:3 method="wB97M-V/def2-TZVPD" total_energy_ha=-2917.0979 orbital_gap_ha="0.229 / 0.245" spin_multiplicity=3 total_charge=+1 s2=2.0395 relative_energy_ev=0.425
Ni -0.185 1.067 -0.557 -0.6677 -2.3842 0.4135
C 5.148 -0.457 -0.448 1.5792 0.1998 1.7499
C 5.012 0.649 0.441 0.6033 -0.4653 -1.0163
C 3.823 1.350 0.515 0.4893 -0.5104 0.2216
C 2.688 0.850 -0.179 2.2206 0.6012 0.3022
C 2.833 -0.234 -1.061 -0.4334 0.5926 0.9736
C 4.061 -0.906 -1.128 -0.9443 -1.1675 -1.3379
N 1.509 1.558 0.017 1.3690 3.5221 -0.7349
N 1.671 2.886 0.242 -0.0750 -3.9004 -0.6642
C 0.468 3.485 0.330 -1.0059 -0.3452 -0.1185
C 0.390 4.835 0.646 -0.4460 0.9373 1.1629
C -0.873 5.295 1.041 0.8149 1.2788 -0.3607
C -1.981 4.485 1.018 -0.2879 -0.8789 0.0275
C -1.895 3.152 0.602 -1.6365 -0.2320 0.0485
C -0.691 2.646 0.200 -0.1613 1.7559 1.7406
H 6.152 -0.975 -0.472 -1.4170 0.5339 -0.1488
H 5.916 0.929 0.993 -0.5612 0.2174 -0.1407
H 3.778 2.285 1.093 -0.2339 -0.8053 -0.2062
H 1.990 -0.504 -1.695 0.0872 -0.1674 0.1244
H 4.111 -1.834 -1.746 0.1173 1.0034 0.3633
H 1.283 5.479 0.750 -0.6003 -0.5643 -0.2772
H -1.045 6.331 1.346 0.4248 -0.2910 -0.0952
H -2.929 4.873 1.351 -0.1672 0.1140 0.0581
H -2.837 2.524 0.584 1.2943 0.9204 0.0392
S -1.302 1.526 -2.319 0.2037 0.2602 -1.8987
C -2.752 1.341 -1.539 -5.0938 -1.7655 0.7467
N -3.868 1.044 -1.194 4.3547 1.2117 -0.9216
C -2.810 -2.748 0.808 0.1784 1.1719 1.2785
C -2.251 -1.273 0.728 0.1554 0.3471 -0.6539
N -0.925 -1.246 -0.023 -0.7189 -0.6147 0.2315
C -1.124 -1.904 -1.351 0.7681 2.1856 -1.1804
C -1.813 -3.238 -1.366 -0.8267 0.0508 0.4692
N -1.895 -3.670 0.071 0.8485 -0.9550 0.4756
C -0.488 -3.554 0.691 1.4099 -0.8474 0.1406
C 0.018 -2.063 0.766 -0.2222 -0.4253 0.7622
H -3.825 -2.767 0.422 0.0968 -0.3676 -0.2936
H -2.840 -3.045 1.870 0.0542 -0.2383 -0.5408
H -2.076 -0.830 1.728 -0.0519 -0.4787 -0.5085
H -3.011 -0.620 0.233 0.8375 -0.4909 0.0805
H -0.172 -1.948 -1.924 -0.2640 -0.0070 0.7925
H -1.714 -1.199 -1.951 0.0259 -0.1175 0.1683
H -1.293 -3.932 -2.030 -0.1767 -0.3066 0.5232
H -2.853 -3.113 -1.663 0.0670 -0.2411 -0.2849
H -2.247 -4.665 0.138 0.5828 1.3438 0.0056
H 0.226 -4.109 0.037 -0.8896 0.1060 0.3980
H -0.460 -4.031 1.703 -0.3865 0.3107 -0.9508
H 1.096 -1.951 0.435 -1.3499 -0.2398 0.0709
H -0.019 -1.774 1.847 0.0352 0.1426 -1.0345